Record 1
{"formula": "C17H36BrFN2O2", "method": "ωB97M-V with the def2-TZVPD basis set", "fmax_ev_per_a": 2.0, "spin_multiplicity": 2, "lumo_energy_ev": [-2.68, -2.68], "s_squared": 0.7541, "total_charge": 1, "symbols": ["C", "C", "F", "C", "C", "Br", "C", "C", "C", "C", "N", "O", "C", "C", "C", "C", "H", "H", "H", "H", "H", "H", "H", "H", "H", "H", "H", "H", "H", "H", "H", "H", "H", "H", "H", "H", "H", "H", "C", "N", "C", "C", "C", "C", "O", "H", "H", "H", "H", "H", "H", "H", "H", "H", "H", "H", "H", "H", "H"], "positions_angstrom": [[1.5092, 0.6419, 3.0160], [2.4783, -0.4505, 2.5332], [3.1705, -0.9130, 3.6395], [1.7528, -1.6319, 1.9136], [1.5931, -1.5564, 0.3940], [0.0703, -2.7929, -0.0369], [1.1667, -0.1828, -0.1308], [1.5340, 0.1738, -1.5893], [0.4190, -0.1917, -2.5868], [1.6211, 1.7124, -1.6487], [2.8536, -0.3508, -1.9972], [3.7968, 0.3779, -1.4841], [3.1285, -1.7851, -1.7217], [4.6394, -2.0151, -1.9661], [2.4145, -2.7451, -2.6715], [2.8517, -2.1524, -0.2587], [1.5488, 1.5315, 2.3970], [1.7408, 0.9348, 4.0313], [0.4837, 0.2966, 3.0080], [3.1622, 0.0113, 1.8302], [2.3460, -2.5158, 2.1244], [0.8034, -1.8106, 2.3910], [1.4993, 0.6280, 0.4958], [0.0907, -0.1643, -0.0746], [0.5971, -1.1182, -3.1117], [0.3895, 0.5797, -3.3450], [-0.5474, -0.1762, -2.1090], [0.6229, 2.1131, -1.7591], [2.1718, 1.9922, -2.5367], [2.1248, 2.1352, -0.7943], [5.2245, -1.8759, -1.0721], [4.7573, -3.0531, -2.2488], [4.9979, -1.4282, -2.7981], [2.6153, -2.4211, -3.6870], [2.7892, -3.7495, -2.5553], [1.3390, -2.7643, -2.5589], [3.7064, -1.9293, 0.3691], [2.7309, -3.2241, -0.2313], [-2.4892, 0.6598, 0.4173], [-3.8677, 0.8650, 0.9755], [-4.0396, -0.0808, 2.1225], [-4.8776, 0.5446, -0.0741], [-4.0662, 2.2662, 1.5163], [-4.0050, 3.4013, 0.5197], [-2.7270, 3.4467, -0.0959], [-2.3318, -0.4130, 0.3041], [-2.4149, 1.1350, -0.5516], [-1.7637, 1.0724, 1.1120], [-3.9141, -1.0954, 1.7551], [-5.0366, 0.0485, 2.5364], [-3.2855, 0.1442, 2.8722], [-4.7136, 1.1867, -0.9335], [-5.8722, 0.7034, 0.3365], [-4.7499, -0.4947, -0.3653], [-3.3031, 2.3971, 2.2829], [-5.0474, 2.2677, 1.9894], [-4.1792, 4.3269, 1.0748], [-4.7913, 3.3111, -0.2358], [-2.7176, 4.1771, -0.7280]], "forces_ev_per_a": [[0.06, -0.01, -0.12], [-1.11, 0.59, 0.24], [0.32, -0.09, 0.01], [0.32, -0.32, -0.25], [0.14, -0.09, -0.17], [-0.13, -0.07, -0.01], [0.13, -0.56, -0.39], [-0.94, 1.00, -0.38], [0.72, 0.03, -0.36], [0.14, -0.42, -0.24], [0.39, 0.03, 1.95], [-0.09, -0.02, -0.55], [1.00, -0.91, -0.37], [-0.58, -0.49, -0.11], [-0.52, 0.79, -0.39], [-0.72, 0.44, -0.16], [0.12, 0.18, -0.08], [0.22, 0.04, 0.20], [-0.31, -0.19, 0.04], [0.59, -0.19, -0.05], [0.13, -0.23, 0.05], [-0.38, 0.21, 0.26], [0.51, -0.01, 0.30], [-0.40, 0.25, 0.11], [-0.28, -0.23, 0.11], [0.04, 0.14, -0.34], [-0.33, -0.27, 0.21], [-0.35, 0.19, 0.24], [0.14, 0.12, -0.22], [0.11, 0.18, 0.19], [0.30, 0.47, 0.09], [0.13, -0.31, -0.02], [0.16, 0.32, -0.04], [0.11, -0.06, -0.31], [0.12, -0.26, 0.16], [-0.13, -0.16, 0.17], [0.18, 0.39, 0.09], [0.16, -0.42, 0.16], [-0.03, -0.30, -0.06], [0.06, 0.04, -0.03], [-0.08, 0.07, -0.03], [0.02, 0.04, 0.04], [0.15, 0.01, 0.00], [0.18, 0.10, -0.36], [-0.13, -0.05, -0.04], [0.00, 0.01, 0.06], [0.06, 0.21, 0.05], [0.03, 0.05, -0.03], [0.01, -0.02, 0.02], [0.01, -0.02, 0.03], [0.00, -0.03, 0.02], [-0.01, 0.01, -0.02], [-0.02, -0.03, -0.02], [-0.02, -0.01, -0.01], [0.01, 0.01, 0.00], [0.00, 0.03, 0.04], [-0.18, -0.09, 0.13], [-0.08, -0.01, 0.08], [0.08, -0.08, 0.13]], "mulliken_spin": [0.001, -0.003, 0.000, 0.002, -0.024, 0.000, 0.044, -0.002, 0.013, -0.012, 0.345, 0.579, 0.018, 0.000, 0.013, 0.034, 0.000, 0.000, -0.001, 0.006, 0.000, 0.001, 0.001, 0.000, -0.010, 0.002, 0.000, 0.000, -0.002, 0.003, 0.001, 0.000, 0.001, -0.011, 0.000, 0.001, 0.001, -0.001, 0.001, 0.000, 0.000, 0.000, 0.000, 0.000, 0.000, 0.000, 0.000, -0.001, 0.000, 0.000, 0.000, 0.000, 0.000, 0.000, 0.000, 0.000, 0.000, 0.000, 0.000]}

Record 2
{"formula": "C17H36N3OSi", "method": "ωB97M-V with the def2-TZVPD basis set", "fmax_ev_per_a": 10.0, "lumo_energy_ev": -2.96, "total_charge": 1, "symbols": ["C", "Si", "C", "C", "O", "C", "C", "C", "C", "C", "N", "C", "H", "H", "H", "H", "H", "H", "H", "H", "H", "H", "H", "H", "H", "H", "H", "H", "H", "H", "H", "H", "H", "H", "C", "C", "C", "C", "N", "H", "H", "H", "H", "H", "H", "H", "C", "C", "C", "C", "N", "H", "H", "H", "H", "H", "H", "H"], "positions_angstrom": [[4.6690, 0.2828, 2.4023], [4.2843, 0.5607, 0.5383], [3.8886, 2.4321, 0.3107], [5.9763, 0.2521, -0.4107], [3.1234, -0.5447, -0.1692], [2.3737, -1.3094, 0.8371], [1.1119, -0.4378, 1.5046], [0.0656, 0.0463, 0.2931], [0.4534, 1.3810, -0.5762], [-0.0214, 2.5373, 0.5161], [-1.4458, 2.0916, 0.7982], [-1.4519, 0.5508, 0.7830], [4.7113, 1.3531, 2.9257], [5.7618, -0.1521, 2.4970], [3.8636, -0.3332, 2.9927], [4.4612, 2.8636, -0.6395], [2.7530, 2.7066, 0.2788], [4.3485, 3.0037, 1.2468], [6.4666, -0.7835, -0.1279], [6.7681, 1.0939, -0.1394], [5.7325, 0.2295, -1.5696], [3.0349, -1.8432, 1.6498], [1.8331, -2.1933, 0.2440], [0.4772, -1.2213, 2.1437], [1.4865, 0.4567, 2.1645], [-0.2512, -0.7843, -0.5032], [1.5107, 1.4834, -1.0689], [-0.3462, 1.4022, -1.4329], [0.5020, 2.5382, 1.5812], [0.1595, 3.6308, 0.1022], [-2.0101, 2.5295, 0.0192], [-1.8532, 2.4703, 1.6840], [-2.3060, 0.2476, 0.0265], [-1.6263, 0.0321, 1.8174], [-6.1956, 4.6328, -1.7827], [-6.2516, 3.2173, -1.2170], [-4.8757, 2.6823, -0.8153], [-3.9653, 2.6416, -2.0318], [-3.2100, 2.6079, -3.0409], [-5.6029, 4.6776, -2.7020], [-7.2028, 4.9838, -2.0287], [-5.7595, 5.3286, -1.0566], [-6.7048, 2.5545, -1.9644], [-6.9084, 3.2107, -0.3402], [-4.9711, 1.6718, -0.4037], [-4.4238, 3.3200, -0.0478], [0.9205, -6.1198, 0.2656], [-0.3262, -6.4791, -0.5365], [-0.8710, -5.3023, -1.3484], [-1.2531, -4.1665, -0.4133], [-1.5701, -3.2243, 0.3623], [0.7130, -5.3440, 1.0094], [1.2904, -6.9968, 0.8061], [1.7208, -5.7619, -0.3924], [-1.0977, -6.8447, 0.1523], [-0.0856, -7.3030, -1.2174], [-1.7547, -5.6141, -1.9152], [-0.1193, -4.9455, -2.0608]], "forces_ev_per_a": [[0.14, 0.62, 1.46], [1.49, -0.35, -0.76], [0.15, 1.57, 0.06], [0.37, -0.30, -0.44], [0.24, 0.42, 2.79], [-1.88, -1.02, -0.58], [-0.65, -1.05, -0.89], [-1.02, 0.63, -1.52], [-0.97, -0.12, 0.96], [2.62, 0.55, 0.02], [-0.37, 1.14, -0.35], [0.29, -2.37, -0.20], [-0.10, -2.27, -1.09], [-2.38, 0.57, -0.03], [1.85, 1.03, -0.99], [-1.48, -0.89, 1.92], [2.16, -0.38, -0.06], [-0.95, -1.19, -1.96], [-1.06, 2.04, -0.57], [-1.70, -1.68, -0.76], [0.79, 0.19, 2.30], [-1.21, 1.39, -1.51], [1.20, 1.90, 1.22], [1.50, 1.80, -1.12], [-0.78, -1.66, -1.28], [1.32, 1.32, 2.11], [-2.08, -0.24, 1.45], [1.52, 0.23, 1.39], [-0.70, -0.41, -2.47], [-1.21, -2.20, 0.80], [0.36, -1.09, 0.86], [0.67, -0.34, -0.82], [1.95, 0.41, 1.62], [-0.10, 1.62, -1.78], [-0.02, 0.11, -0.04], [-0.42, 0.29, -0.18], [0.40, -0.17, -1.05], [5.30, -0.35, -6.55], [-5.84, 0.25, 8.06], [-0.03, -0.02, 0.13], [0.18, -0.04, 0.08], [-0.07, -0.05, -0.12], [0.16, -0.01, 0.22], [0.18, -0.14, -0.05], [0.15, 0.06, -0.16], [0.02, 0.05, -0.16], [0.12, -0.05, 0.05], [0.20, -0.24, 0.36], [-0.34, 0.57, 0.81], [-2.21, 6.52, 4.94], [2.58, -7.34, -6.10], [-0.01, -0.04, -0.11], [-0.02, 0.14, -0.12], [-0.08, -0.05, 0.11], [0.04, 0.07, -0.22], [-0.15, 0.18, -0.01], [0.05, 0.27, 0.13], [-0.13, 0.13, 0.17]], "nbo_charge": [-1.178, 1.870, -1.171, -1.146, -0.880, -0.080, -0.459, -0.224, -0.438, -0.269, -0.555, -0.269, 0.249, 0.268, 0.243, 0.265, 0.217, 0.255, 0.249, 0.249, 0.248, 0.206, 0.201, 0.244, 0.215, 0.270, 0.289, 0.226, 0.231, 0.264, 0.448, 0.445, 0.251, 0.262, -0.616, -0.388, -0.510, 0.254, -0.316, 0.220, 0.233, 0.203, 0.223, 0.221, 0.253, 0.225, -0.615, -0.387, -0.508, 0.334, -0.411, 0.210, 0.228, 0.205, 0.215, 0.221, 0.261, 0.251]}

Record 3
{"formula": "C17H37BI2O4Ta", "method": "ωB97M-V with the def2-TZVPD basis set", "fmax_ev_per_a": 4.7, "lumo_energy_ev": 2.26, "total_charge": -1, "symbols": ["C", "C", "C", "C", "C", "C", "C", "C", "Ta", "C", "O", "C", "C", "O", "C", "C", "B", "O", "O", "C", "C", "I", "C", "C", "I", "H", "H", "H", "H", "H", "H", "H", "H", "H", "H", "H", "H", "H", "H", "H", "H", "H", "H", "H", "H", "H", "H", "H", "H", "H", "H", "H", "H", "H", "H", "H", "H", "H", "H", "H", "H", "H"], "positions_angstrom": [[-2.6062, -2.5793, 2.6039], [-2.8853, -1.8296, 4.0341], [-3.4682, -0.3033, 3.9239], [-3.7449, 0.2337, 2.4011], [-2.2969, 0.6816, 1.6933], [-2.5033, 1.8746, 0.5899], [-1.1241, 2.2621, -0.2568], [0.1758, 1.3469, 0.1266], [1.9660, 1.5666, -1.3974], [1.3676, 3.7008, -2.0436], [0.5969, 0.8207, -2.8980], [1.2469, -0.1227, -3.8178], [0.5688, -1.6480, -3.7097], [-0.8301, -1.6295, -3.2525], [-1.0717, -2.5665, -2.1444], [-2.6880, -2.9924, -2.1657], [2.5102, -0.6654, -0.8213], [1.9245, -1.3787, 0.3368], [3.5247, -1.3436, -1.6737], [3.7824, -2.7151, -1.1745], [3.4721, 2.2297, 0.2066], [5.4512, 1.1882, 0.1548], [3.3449, 3.2299, 1.2812], [4.5623, 3.5092, 2.3694], [1.5260, 4.3822, 1.4693], [-3.4647, -2.4863, 1.8141], [-2.3868, -3.7335, 2.8148], [-1.5808, -2.1554, 2.1739], [-1.8282, -1.7477, 4.5808], [-3.5619, -2.5421, 4.6750], [-2.6800, 0.4499, 4.4089], [-4.4719, -0.2204, 4.5363], [-4.3534, -0.4985, 1.7156], [-4.4152, 1.2171, 2.4961], [-1.9558, -0.2938, 1.0957], [-1.4925, 0.9755, 2.5228], [-3.3927, 1.6582, -0.1572], [-2.8460, 2.8376, 1.2068], [-0.9668, 3.4266, -0.0454], [-1.4309, 2.1516, -1.4034], [-0.1282, 0.1973, 0.0184], [0.5244, 1.4708, 1.2446], [3.3531, 1.6480, -2.6574], [0.9940, 3.6757, -3.1746], [0.5199, 4.2142, -1.4243], [2.3411, 4.3914, -2.0328], [0.9627, 0.2421, -4.9186], [2.4157, -0.1372, -3.7807], [1.1735, -2.3326, -2.9410], [0.6960, -2.1966, -4.7589], [-0.9220, -2.0026, -1.1154], [-0.4799, -3.5749, -2.2076], [-3.3398, -2.0203, -1.9817], [-2.9678, -3.7303, -1.2827], [-3.0170, -3.4475, -3.1991], [1.1626, -1.9107, -0.0387], [2.7468, -3.2907, -1.2734], [4.1676, -2.7432, -0.0524], [4.5855, -3.3028, -1.8047], [4.9516, 2.5077, 2.8897], [4.1237, 4.1572, 3.2712], [5.4170, 4.1278, 1.8642]], "forces_ev_per_a": [[1.22, -0.44, 0.35], [0.84, -0.27, -0.06], [-0.35, 0.27, -0.07], [0.45, 1.44, 0.35], [-1.00, -1.01, -0.91], [-0.11, 0.66, 0.87], [-0.97, 0.21, 0.07], [-0.58, -0.53, 0.29], [-3.64, 0.95, -1.85], [0.20, 1.60, -0.86], [3.66, -0.96, 0.98], [-1.58, -0.06, -1.61], [1.53, -0.54, 0.65], [1.38, -1.59, 0.58], [-2.01, -0.17, 0.41], [-0.13, 0.80, 0.18], [1.46, -1.61, 0.08], [-0.20, -0.21, -2.61], [-1.44, -1.20, 2.87], [-0.25, -1.13, 0.10], [-0.43, 3.13, 3.41], [-1.06, 0.65, 0.11], [2.62, -3.31, -1.98], [-1.26, 0.49, 0.88], [1.26, -0.59, 0.12], [1.68, -0.13, 1.61], [-0.64, 2.46, -0.46], [-2.40, -0.85, 0.65], [-2.34, -0.40, -1.11], [1.15, 1.60, -1.12], [-1.82, -1.64, -1.02], [2.00, -0.18, -1.13], [1.30, 1.28, 1.42], [1.40, -2.05, -0.15], [-0.35, 2.26, 1.48], [-1.81, -0.67, -1.94], [1.77, 0.10, 1.57], [0.65, -1.96, -1.27], [0.00, -2.63, -0.57], [1.06, 0.19, 2.39], [0.55, 2.41, 0.18], [-0.89, -0.14, -2.03], [0.02, -0.15, 0.29], [0.79, -0.04, 2.25], [1.62, -0.79, -1.15], [-2.07, -1.15, 0.04], [0.60, -0.65, 2.16], [-2.20, -0.29, 0.24], [-1.01, 1.64, -1.54], [-0.55, 1.22, 2.03], [0.08, -1.19, -1.95], [-0.71, 2.08, 0.02], [1.41, -1.95, -0.48], [0.84, 1.40, -1.86], [0.83, 0.83, 2.07], [1.17, 0.76, 0.78], [2.33, 0.80, 0.44], [-1.03, 0.23, -2.33], [-1.59, 1.55, 0.88], [-0.79, 2.15, -1.61], [0.90, -1.26, -2.08], [-1.53, -1.41, 0.93]], "nbo_charge": [-0.642, -0.417, -0.414, -0.417, -0.418, -0.412, -0.420, -0.999, 2.241, -1.311, -0.823, -0.096, -0.081, -0.564, -0.070, -0.646, 0.696, -1.039, -0.808, -0.282, -0.609, 0.085, -0.232, -0.687, 0.165, 0.213, 0.207, 0.223, 0.207, 0.199, 0.208, 0.201, 0.203, 0.201, 0.206, 0.218, 0.196, 0.181, 0.198, 0.221, 0.224, 0.223, -0.430, 0.241, 0.231, 0.229, 0.159, 0.222, 0.162, 0.169, 0.178, 0.175, 0.218, 0.206, 0.211, 0.482, 0.157, 0.189, 0.183, 0.240, 0.216, 0.233]}